Entry 1:
{
  "formula": "C44H86O24P2",
  "method": "wB97M-V/def2-TZVPD",
  "symbols": ["C", "O", "P", "O", "O", "C", "O", "C", "H", "H", "H", "H", "H", "H", "H", "H", "H", "C", "O", "P", "O", "O", "C", "O", "C", "H", "H", "H", "H", "H", "H", "H", "H", "H", "O", "C", "C", "C", "C", "O", "C", "C", "H", "H", "H", "H", "H", "H", "O", "C", "C", "C", "C", "O", "C", "C", "H", "H", "H", "H", "H", "H", "O", "C", "C", "C", "C", "O", "C", "C", "H", "H", "H", "H", "H", "H", "C", "O", "C", "C", "O", "C", "H", "H", "H", "H", "H", "H", "H", "H", "H", "H", "C", "O", "C", "C", "O", "C", "H", "H", "H", "H", "H", "H", "H", "H", "H", "H", "C", "O", "C", "C", "O", "C", "H", "H", "H", "H", "H", "H", "H", "H", "H", "H", "C", "O", "C", "C", "O", "C", "H", "H", "H", "H", "H", "H", "H", "H", "H", "H", "C", "O", "C", "C", "O", "C", "H", "H", "H", "H", "H", "H", "H", "H", "H", "H"],
  "xyz": [[-0.776, 0.354, 1.132], [0.593, 0.103, 1.182], [1.377, -0.536, -0.113], [1.199, 0.248, -1.362], [1.019, -2.138, -0.167], [2.039, -3.059, -0.581], [2.941, -0.473, 0.345], [3.538, 0.730, 0.545], [-1.096, 0.348, 0.090], [-1.075, 1.324, 1.530], [-1.299, -0.424, 1.688], [2.791, -2.510, -1.149], [1.594, -3.799, -1.246], [2.518, -3.490, 0.298], [3.033, 1.646, 0.240], [4.562, 0.772, 0.174], [3.664, 0.847, 1.622], [-11.074, -3.040, 1.121], [-10.985, -1.980, 0.223], [-9.981, -0.695, 0.570], [-10.381, 0.166, 1.719], [-8.504, -1.443, 0.583], [-8.162, -2.498, -0.328], [-9.940, 0.037, -0.902], [-9.226, 1.244, -1.099], [-10.575, -2.834, 2.069], [-10.707, -3.965, 0.678], [-12.082, -3.228, 1.489], [-7.105, -2.317, -0.521], [-8.796, -2.578, -1.211], [-8.072, -3.458, 0.180], [-9.912, 1.918, -1.611], [-8.502, 1.055, -1.892], [-8.813, 1.575, -0.146], [9.304, 1.318, -6.404], [9.043, 2.621, -6.133], [7.897, 2.951, -5.413], [7.708, 4.298, -5.061], [8.505, 5.361, -5.511], [8.415, 6.603, -5.083], [9.624, 4.981, -6.235], [9.868, 3.662, -6.583], [10.094, 1.356, -6.948], [7.209, 2.213, -5.027], [6.906, 4.449, -4.353], [7.710, 6.595, -4.431], [10.393, 5.693, -6.497], [10.759, 3.554, -7.184], [-1.594, 1.240, 7.919], [-1.780, -0.041, 7.676], [-0.719, -0.805, 7.138], [-1.010, -2.071, 6.790], [-2.295, -2.636, 7.001], [-2.565, -3.948, 6.683], [-3.353, -1.856, 7.472], [-3.059, -0.600, 7.918], [-0.703, 1.465, 7.640], [0.218, -0.332, 6.884], [-0.283, -2.620, 6.210], [-3.426, -4.150, 7.056], [-4.309, -2.344, 7.599], [-3.819, 0.051, 8.324], [-1.346, 4.940, -6.364], [-2.505, 4.945, -7.075], [-2.934, 6.089, -7.838], [-4.093, 6.045, -8.629], [-4.977, 4.994, -8.458], [-6.183, 4.921, -9.115], [-4.620, 3.846, -7.629], [-3.354, 3.875, -6.959], [-1.273, 4.173, -5.791], [-2.371, 7.002, -7.965], [-4.327, 6.941, -9.185], [-6.888, 4.512, -8.608], [-5.235, 2.959, -7.654], [-3.045, 3.095, -6.278], [-5.494, -10.361, 1.684], [-4.547, -11.106, 0.979], [-3.256, -10.577, 1.150], [-2.970, -9.345, 0.225], [-3.341, -9.499, -1.076], [-2.679, -10.506, -1.857], [-5.301, -10.471, 2.751], [-6.388, -10.966, 1.530], [-5.526, -9.327, 1.342], [-2.481, -11.295, 0.884], [-3.023, -10.231, 2.157], [-1.937, -9.019, 0.349], [-3.543, -8.480, 0.558], [-1.591, -10.458, -1.814], [-2.851, -10.363, -2.923], [-3.053, -11.487, -1.560], [10.324, -3.374, 4.525], [9.517, -4.104, 5.426], [8.122, -3.821, 5.261], [7.389, -4.480, 4.138], [7.528, -5.870, 4.162], [6.533, -6.460, 4.995], [10.043, -2.344, 4.303], [10.380, -3.943, 3.597], [11.340, -3.380, 4.921], [7.992, -2.748, 5.119], [7.679, -4.094, 6.219], [7.916, -4.113, 3.258], [6.343, -4.193, 4.025], [5.500, -6.447, 4.645], [6.632, -6.120, 6.025], [6.813, -7.506, 5.119], [0.863, -0.698, -13.839], [1.758, -0.914, -12.708], [1.794, 0.131, -11.726], [2.728, -0.333, -10.562], [2.146, -1.458, -9.907], [2.844, -1.974, -8.793], [-0.149, -0.515, -13.476], [0.644, -1.637, -14.346], [1.041, 0.133, -14.522], [0.801, 0.298, -11.309], [2.277, 1.061, -12.026], [2.732, 0.533, -9.900], [3.763, -0.555, -10.822], [3.798, -2.349, -9.165], [2.371, -2.874, -8.400], [2.909, -1.233, -7.996], [3.347, 4.769, 6.267], [3.802, 4.176, 7.514], [5.172, 3.903, 7.710], [5.340, 3.018, 9.032], [4.846, 1.716, 8.856], [5.152, 0.808, 9.884], [4.036, 5.511, 5.864], [2.500, 5.323, 6.673], [3.278, 3.996, 5.501], [5.615, 4.888, 7.857], [5.621, 3.419, 6.843], [4.812, 3.493, 9.859], [6.392, 3.169, 9.275], [4.735, -0.159, 9.602], [4.637, 1.128, 10.791], [6.206, 0.631, 10.097], [-6.590, 6.860, 5.560], [-6.105, 7.866, 4.705], [-5.823, 7.369, 3.369], [-4.980, 8.399, 2.585], [-4.979, 7.938, 1.274], [-4.075, 8.926, 0.544], [-7.014, 7.213, 6.499], [-5.881, 6.071, 5.813], [-7.417, 6.311, 5.110], [-6.701, 7.034, 2.818], [-5.122, 6.536, 3.432], [-4.011, 8.214, 3.048], [-5.319, 9.424, 2.737], [-3.872, 8.830, -0.523], [-3.070, 8.880, 0.963], [-4.315, 9.965, 0.771]],
  "mulliken_charge": [-0.711, -0.225, 0.959, -0.651, -0.314, -0.592, -0.282, -0.741, 0.322, 0.260, 0.266, 0.305, 0.264, 0.247, 0.327, 0.285, 0.278, -0.710, -0.326, 1.013, -0.645, -0.311, -0.667, -0.311, -0.630, 0.341, 0.253, 0.290, 0.280, 0.341, 0.272, 0.223, 0.240, 0.345, -0.528, 0.754, -0.648, -0.325, 0.350, -0.516, -0.420, -0.457, 0.278, 0.386, 0.231, 0.291, 0.352, 0.253, -0.507, 0.853, -0.501, -0.575, 0.589, -0.521, -0.461, -0.737, 0.276, 0.293, 0.362, 0.289, 0.270, 0.370, -0.527, 0.607, -0.437, -0.540, 0.488, -0.543, -0.620, -0.354, 0.295, 0.351, 0.376, 0.326, 0.346, 0.233, -0.693, -0.335, -0.520, -0.584, -0.326, -0.695, 0.298, 0.253, 0.279, 0.408, 0.368, 0.370, 0.340, 0.309, 0.260, 0.269, -0.715, -0.363, -0.422, -0.481, -0.323, -0.749, 0.319, 0.281, 0.257, 0.352, 0.295, 0.297, 0.380, 0.293, 0.300, 0.279, -0.832, -0.290, -0.441, -0.564, -0.298, -0.728, 0.327, 0.303, 0.311, 0.308, 0.321, 0.356, 0.391, 0.307, 0.246, 0.281, -0.731, -0.299, -0.532, -0.536, -0.254, -0.750, 0.316, 0.260, 0.255, 0.368, 0.345, 0.332, 0.369, 0.244, 0.311, 0.299, -0.753, -0.312, -0.545, -0.342, -0.322, -0.785, 0.276, 0.306, 0.306, 0.357, 0.264, 0.247, 0.356, 0.314, 0.323, 0.309],
  "max_force_ev_per_a": 4.07,
  "homo_energy_ha": -0.2854
}


Entry 2:
{
  "formula": "C5H11O3",
  "method": "wB97M-V/def2-TZVPD",
  "symbols": ["C", "C", "C", "O", "H", "H", "H", "H", "H", "H", "H", "H", "C", "C", "O", "O", "H", "H", "H"],
  "xyz": [[1.260, -1.286, -0.432], [-0.113, -0.921, -1.115], [2.266, -0.544, -1.384], [1.501, -0.875, 0.901], [1.132, -2.447, -0.366], [-0.271, -1.384, -2.078], [3.269, -0.692, -1.215], [2.138, -0.729, -2.464], [2.085, 0.453, -1.110], [0.567, -0.573, 1.243], [-0.257, 0.119, -1.233], [-0.970, -1.127, -0.579], [-2.433, 1.702, 1.391], [-0.965, 1.131, 1.402], [-0.927, -0.164, 1.449], [-0.048, 1.893, 1.529], [-2.514, 2.600, 1.908], [-3.123, 1.036, 1.849], [-2.594, 1.809, 0.304]],
  "mulliken_charge": [0.461, -1.630, -1.294, -0.604, 0.159, 0.440, 0.388, 0.301, 0.348, 0.509, 0.360, 0.537, -1.016, 0.712, -0.817, -0.662, 0.347, 0.297, 0.165],
  "total_charge": -1,
  "max_force_ev_per_a": 4.13,
  "homo_energy_ha": -0.1698,
  "e_above_lowest_kcal_mol": 32.94
}


Entry 3:
{
  "formula": "C24H72O24",
  "method": "wB97M-V/def2-TZVPD",
  "symbols": ["O", "C", "C", "O", "H", "H", "H", "H", "H", "H", "O", "C", "C", "O", "H", "H", "H", "H", "H", "H", "O", "C", "C", "O", "H", "H", "H", "H", "H", "H", "O", "C", "C", "O", "H", "H", "H", "H", "H", "H", "O", "C", "C", "O", "H", "H", "H", "H", "H", "H", "O", "C", "C", "O", "H", "H", "H", "H", "H", "H", "O", "C", "C", "O", "H", "H", "H", "H", "H", "H", "O", "C", "C", "O", "H", "H", "H", "H", "H", "H", "O", "C", "C", "O", "H", "H", "H", "H", "H", "H", "O", "C", "C", "O", "H", "H", "H", "H", "H", "H", "O", "C", "C", "O", "H", "H", "H", "H", "H", "H", "O", "C", "C", "O", "H", "H", "H", "H", "H", "H"],
  "xyz": [[-2.495, 2.842, -2.308], [-2.814, 1.474, -2.311], [-3.766, 1.138, -1.184], [-3.046, 1.295, 0.076], [-1.672, 2.984, -1.811], [-3.191, 1.195, -3.299], [-1.949, 0.809, -2.181], [-4.119, 0.102, -1.213], [-4.678, 1.734, -1.136], [-2.816, 0.408, 0.362], [2.235, 5.602, 1.217], [3.130, 4.520, 1.152], [2.418, 3.192, 0.892], [3.294, 2.139, 0.559], [2.091, 6.022, 0.366], [3.926, 4.655, 0.412], [3.606, 4.460, 2.139], [1.783, 3.402, 0.026], [1.716, 2.968, 1.702], [3.896, 1.952, 1.301], [2.401, 1.368, -1.957], [1.804, 2.432, -2.702], [2.794, 3.186, -3.556], [3.462, 4.152, -2.759], [2.852, 1.785, -1.196], [1.019, 2.050, -3.362], [1.296, 3.107, -2.008], [2.296, 3.635, -4.427], [3.453, 2.453, -4.048], [4.000, 4.706, -3.333], [0.066, -4.551, -0.476], [0.461, -5.121, -1.746], [1.883, -4.695, -2.055], [2.695, -5.053, -0.928], [0.902, -4.353, -0.029], [0.488, -6.213, -1.672], [-0.202, -4.731, -2.516], [1.919, -3.604, -2.152], [2.238, -5.153, -2.983], [3.611, -5.113, -1.212], [-2.596, -4.392, -1.317], [-2.998, -3.240, -0.585], [-4.423, -2.915, -0.893], [-5.266, -4.038, -0.650], [-1.650, -4.580, -1.260], [-2.893, -3.584, 0.452], [-2.301, -2.408, -0.745], [-4.573, -2.550, -1.915], [-4.742, -2.118, -0.213], [-4.689, -4.802, -0.803], [4.155, 0.820, 2.763], [3.822, -0.284, 3.655], [2.664, 0.156, 4.509], [1.524, 0.390, 3.673], [5.094, 1.020, 2.844], [3.493, -1.044, 2.936], [4.691, -0.674, 4.181], [2.883, 0.969, 5.206], [2.353, -0.639, 5.202], [1.875, 0.275, 2.783], [-0.927, 3.040, 0.068], [-1.099, 4.324, 0.615], [-2.292, 5.127, 0.124], [-3.536, 4.656, 0.669], [-1.730, 2.489, 0.189], [-1.056, 4.332, 1.713], [-0.210, 4.922, 0.372], [-2.397, 5.031, -0.964], [-2.160, 6.178, 0.379], [-3.825, 3.942, 0.092], [-1.891, -1.095, 6.233], [-1.205, -1.231, 4.987], [-0.055, -2.215, 5.141], [-0.496, -3.565, 5.190], [-2.532, -1.812, 6.271], [-1.895, -1.581, 4.210], [-0.808, -0.270, 4.665], [0.459, -2.013, 6.082], [0.497, -2.093, 4.200], [0.224, -4.190, 5.265], [-5.615, 2.242, 1.345], [-5.983, 1.053, 2.018], [-4.926, 0.480, 2.945], [-4.800, 1.279, 4.107], [-4.658, 2.197, 1.211], [-6.898, 1.207, 2.592], [-6.247, 0.290, 1.271], [-3.992, 0.391, 2.368], [-5.264, -0.528, 3.228], [-4.251, 0.841, 4.762], [-0.100, -2.073, -2.476], [-0.485, -1.722, -3.786], [0.472, -0.753, -4.445], [-0.239, 0.143, -5.292], [0.178, -1.307, -1.933], [-0.546, -2.639, -4.377], [-1.517, -1.347, -3.764], [1.197, -1.294, -5.068], [1.104, -0.216, -3.726], [0.326, 0.545, -5.953], [4.059, -2.062, -4.349], [3.938, -1.141, -3.268], [4.968, -1.301, -2.180], [4.984, -2.623, -1.636], [4.526, -2.856, -4.065], [3.964, -0.187, -3.800], [2.927, -1.185, -2.838], [4.895, -0.510, -1.432], [5.942, -1.201, -2.677], [4.426, -2.607, -0.849], [-0.292, -2.278, 1.351], [-0.489, -0.877, 1.373], [0.614, -0.108, 0.672], [0.273, 0.021, -0.731], [-0.230, -2.568, 0.426], [-1.498, -0.662, 1.000], [-0.598, -0.612, 2.428], [1.476, -0.783, 0.679], [0.782, 0.899, 1.054], [1.101, 0.337, -1.151]],
  "mulliken_charge": [-0.627, 0.071, -0.331, -0.587, 0.251, 0.481, -0.392, 0.148, 0.438, -0.595, -0.563, -0.944, 1.755, -0.596, 0.332, 0.339, 0.338, -1.103, 0.182, 0.258, -0.481, 0.113, -1.069, -0.492, 0.098, 0.431, -0.088, 0.456, 0.311, 0.293, -0.656, -0.204, -0.474, -0.613, 0.335, 0.332, 0.230, 0.065, 0.490, 0.328, -0.688, 0.536, -0.063, -0.595, 0.283, 0.349, -0.391, 0.261, -0.074, 0.374, -0.411, -0.755, -0.146, -0.288, 0.218, 0.293, 0.461, 0.269, 0.146, 0.123, 0.856, 0.171, -0.796, -0.574, -0.256, 0.310, -0.038, 0.245, 0.459, 0.302, -0.629, -0.270, -0.021, -0.581, 0.372, 0.327, 0.147, 0.319, 0.084, 0.310, -0.515, -0.547, 0.164, -0.555, 0.252, 0.369, 0.257, -0.095, 0.417, 0.295, 0.773, -0.781, 0.673, -0.597, -0.027, 0.402, 0.312, 0.358, -0.765, 0.338, -0.606, 0.936, -0.695, -0.534, 0.338, 0.052, -0.452, 0.274, 0.367, 0.316, -0.464, 1.703, -0.354, 0.910, 0.051, -0.982, -0.287, 0.552, -0.279, -0.474],
  "max_force_ev_per_a": 1.85,
  "homo_energy_ha": -0.3581,
  "e_above_lowest_kcal_mol": 43.14
}


The molecular weight results, record by record, are as follows: 1061.10, 119.14, 744.82 g mol⁻¹.